[1]
Formula: C34H36N7RuSSb
Source: OMol25
Level of theory: ωB97M-V/def2-TZVPD

Positions of all 80 atoms, in Å:
Ru 1.5298 0.6330 -0.2912
C 3.2592 0.1515 4.9434
C 3.9419 -0.0668 3.6430
N 5.1198 -0.5545 3.4745
N 5.2835 -0.5525 2.1109
C 4.2550 -0.0660 1.4139
S 4.1636 0.1392 -0.2504
N 3.3795 0.2561 2.4097
N 2.0897 0.7394 2.1998
H 3.9044 -0.2157 5.7376
H 2.3091 -0.3845 4.9860
H 3.0661 1.2120 5.1145
H 6.1362 -0.8960 1.7041
H 1.4239 0.0052 2.4127
H 1.9325 1.5433 2.7924
N 0.5009 2.8802 -2.6777
C 1.0492 3.4630 -1.5591
C 0.6179 4.7270 -1.1396
C 1.1977 5.2959 -0.0376
C 2.2223 4.6202 0.6247
C 2.5775 3.3790 0.1642
N 1.9800 2.7605 -0.8779
H 0.0857 3.5241 -3.3308
H 1.0998 2.2035 -3.1210
H -0.1569 5.2423 -1.6949
H 0.8756 6.2749 0.2966
H 2.7438 5.0647 1.4616
H 3.3956 2.8264 0.6063
C -4.3538 -0.0666 -4.8934
C -3.2265 0.7343 -5.0209
C -2.3128 0.8161 -3.9772
C -2.5249 0.1091 -2.7925
C -3.6580 -0.6984 -2.6712
C -4.5684 -0.7815 -3.7225
Sb -1.0852 0.2492 -1.2052
C -1.9457 1.9148 -0.1686
C -1.2403 2.5231 0.8729
C -1.7982 3.5657 1.6049
C -3.0746 4.0164 1.2975
C -3.7854 3.4261 0.2604
C -3.2254 2.3810 -0.4678
C -1.9161 -1.2841 0.0371
C -2.6527 -0.9906 1.1827
C -3.1565 -2.0183 1.9781
C -2.9263 -3.3438 1.6347
C -2.1979 -3.6448 0.4893
C -1.6980 -2.6202 -0.3040
H -5.0651 -0.1344 -5.7091
H -3.0586 1.2915 -5.9353
H -1.4288 1.4354 -4.0896
H -3.8395 -1.2593 -1.7625
H -5.4460 -1.4082 -3.6219
H -0.2468 2.1771 1.1283
H -1.2407 4.0280 2.4119
H -3.5169 4.8243 1.8696
H -4.7822 3.7769 0.0183
H -3.7916 1.9225 -1.2712
H -2.8456 0.0378 1.4624
H -3.7381 -1.7807 2.8619
H -3.3178 -4.1420 2.2552
H -2.0163 -4.6782 0.2144
H -1.1366 -2.8733 -1.1985
C 1.2185 -2.9606 2.4161
C 1.3916 -3.5101 1.0278
C 1.4939 -4.8627 0.7992
C 1.6508 -5.3578 -0.4949
C 1.7034 -4.4785 -1.5765
C 1.6104 -3.1115 -1.4115
C 1.6237 -2.2280 -2.6282
C 1.4490 -2.5837 -0.0769
N 1.2961 -1.2992 0.2007
H 0.9127 -3.7433 3.1109
H 0.4653 -2.1688 2.4267
H 2.1620 -2.5370 2.7837
H 1.4392 -5.5501 1.6382
H 1.7310 -6.4251 -0.6623
H 1.8147 -4.8764 -2.5800
H 2.1584 -2.7147 -3.4432
H 2.1045 -1.2823 -2.4369
H 0.6087 -2.0204 -2.9768

Force components x, y, z for each atom (eV/Å):
Ru 0.9 -0.7 0.4
C 0.0 0.0 -0.1
C -0.3 0.1 -0.1
N 0.1 0.0 -0.4
N 0.4 -0.2 0.1
C 0.1 0.0 0.1
S -0.1 0.1 0.1
N -0.4 0.0 0.3
N 0.1 0.1 -0.2
H 0.0 0.0 0.0
H 0.0 0.0 0.0
H 0.0 0.0 0.0
H 0.1 0.0 0.0
H -0.2 -0.2 0.0
H 0.0 0.2 0.1
N 0.2 0.0 0.1
C 0.2 -0.1 0.1
C 0.0 0.1 -0.1
C -0.1 0.2 0.0
C 0.1 0.0 0.1
C 0.1 0.0 0.0
N -0.7 0.5 -0.3
H -0.1 0.0 0.0
H 0.0 -0.2 -0.1
H 0.0 -0.1 0.0
H 0.0 0.0 0.0
H 0.0 0.0 0.0
H 0.0 -0.1 0.1
C 0.0 0.0 0.0
C 0.0 0.0 0.0
C 0.0 -0.1 0.1
C 0.0 -0.1 -0.1
C 0.0 0.1 -0.2
C 0.1 0.0 0.1
Sb -0.8 0.0 0.1
C 0.0 0.1 0.1
C -0.3 0.0 -0.1
C 0.0 0.0 -0.1
C 0.0 0.0 0.0
C 0.0 0.0 -0.1
C 0.1 0.0 0.0
C 0.0 0.0 0.0
C 0.0 -0.1 0.0
C 0.0 0.0 0.0
C 0.0 0.0 0.0
C 0.0 0.0 0.0
C -0.1 0.0 0.0
H 0.1 0.0 0.1
H 0.0 0.0 0.0
H 0.0 0.0 0.0
H 0.0 0.0 0.0
H 0.0 0.0 0.0
H 0.2 0.0 0.1
H 0.0 0.0 0.0
H 0.0 0.0 0.0
H 0.1 0.0 0.0
H 0.0 0.0 0.0
H 0.0 0.0 0.0
H 0.0 0.0 0.0
H 0.0 0.0 0.0
H 0.0 0.1 0.0
H 0.0 0.0 0.0
C 0.0 0.0 0.0
C 0.0 0.1 0.0
C 0.0 -0.1 0.0
C 0.0 0.1 0.0
C 0.0 -0.1 0.1
C 0.0 0.2 0.1
C -0.1 -0.3 0.1
C -0.1 -0.1 0.4
N 0.3 0.2 -0.8
H 0.0 0.0 0.0
H -0.1 -0.1 0.0
H 0.0 0.0 0.0
H 0.0 0.0 -0.1
H 0.0 0.1 0.0
H 0.0 0.0 0.1
H 0.0 0.0 0.0
H 0.2 0.4 0.1
H -0.1 0.0 0.0

- Spin multiplicity: 6
- Kohn-Sham gap (alpha / beta): 6.7 / 7.1 eV
- HOMO level (alpha / beta): -0.32467 / -0.39042 Eh
- Charge: +1
- <S²>: 8.825

=====

[2]
Formula: C2H7N3OS
Source: OMol25
Level of theory: ωB97M-V/def2-TZVPD

Positions of all 14 atoms, in Å:
C 0.1529 -0.1074 0.0367
C 1.3821 0.1178 0.7133
H -1.6074 -0.6336 -1.2736
H -2.2825 -1.7548 -0.3363
H 1.3489 1.1772 1.1409
H 1.3597 -0.7814 1.4822
H 2.7640 -1.2031 -0.7859
H 0.3126 1.9001 -0.5689
H -2.0669 0.5969 0.4407
N -1.8545 -0.8860 -0.3663
N -0.4875 -1.1959 0.2242
N -0.3831 1.0593 -0.5778
O -1.6209 1.5502 0.1631
S 2.9827 0.1607 -0.2924

Force components x, y, z for each atom (eV/Å):
C -1.2 1.6 -0.4
C 2.9 -0.8 2.4
H -0.2 0.7 -2.2
H -1.2 -1.9 -0.2
H 0.1 -1.8 0.1
H 0.9 2.2 -1.1
H 0.5 2.3 0.7
H -1.9 -2.2 0.2
H 1.3 2.6 -1.5
N 2.1 -0.8 2.8
N -2.1 1.7 -1.1
N -0.4 1.6 0.3
O 0.8 -2.6 0.2
S -1.6 -2.6 -0.3

- Kohn-Sham gap: 9.7 eV
- HOMO level: -0.33585 Eh
- SMILES: N/N=C(/CS)NO

=====

[3]
Formula: C2H2F4O2
Source: OMol25
Level of theory: ωB97M-V/def2-TZVPD

Positions of all 10 atoms, in Å:
C -0.4427 0.9628 0.7553
C -1.3054 2.1209 -0.0354
O 0.6351 1.2164 1.1287
O 0.0170 -1.0210 -0.9949
F -1.1400 -0.0143 1.0445
F -1.7742 3.0067 0.7777
F -2.3680 1.3849 -0.4832
F -0.4964 2.6441 -1.0000
H -0.2926 -1.7683 0.1012
H 0.7559 -1.0704 -1.5733

Force components x, y, z for each atom (eV/Å):
C 0.8 6.1 -1.8
C 1.4 -4.4 -0.2
O 1.4 -0.4 0.5
O -4.0 -1.5 5.1
F -2.5 -3.8 1.4
F 0.0 1.4 0.4
F 0.4 1.4 -1.1
F -1.8 -0.3 0.9
H 2.5 2.9 -5.5
H 1.6 -1.4 0.1

- Kohn-Sham gap: 11.1 eV
- HOMO level: -0.41783 Eh

=====

[4]
Formula: C21H20Cl2N5O2Ta
Source: OMol25
Level of theory: ωB97M-V/def2-TZVPD

Positions of all 51 atoms, in Å:
Ta 0.0785 0.6975 -0.1999
O -0.7540 3.2625 -3.3944
C -0.8117 2.3315 -2.5746
N 0.2584 1.6646 -2.0779
C 1.6219 1.9081 -2.7324
C 2.6730 1.5181 -1.7053
C 4.0549 1.7613 -1.8707
C 4.9458 1.3544 -0.8916
C 4.4955 0.6395 0.2210
C 3.1608 0.4040 0.3334
N 2.2499 0.8925 -0.5689
C -2.0527 1.7319 -1.9959
C -3.3028 1.8708 -2.6157
C -4.4081 1.2504 -2.0791
C -4.2880 0.4919 -0.9344
C -3.0287 0.4304 -0.3607
N -1.9624 1.0488 -0.8468
H 1.6985 2.9980 -2.9589
H 1.7990 1.3798 -3.7159
H 4.3610 2.2172 -2.8078
H 6.0049 1.5351 -1.0688
H 5.2169 0.2091 0.9043
H 2.6873 -0.2562 1.0805
H -3.2634 2.4623 -3.5475
H -5.3606 1.2054 -2.5366
H -5.0874 -0.0850 -0.4468
H -2.9912 -0.1515 0.5506
C 0.2570 -0.3951 3.6053
N -0.4602 0.8942 3.8244
C -0.9291 1.1642 5.2659
C -0.6853 1.7140 2.8340
O -0.2051 1.5764 1.6342
H 1.1185 -0.1919 2.9751
H -0.4198 -1.1308 3.1861
H 0.5682 -0.6196 4.5918
H -0.0356 1.4377 5.8253
H -1.2336 0.2635 5.7532
H -1.7220 1.9100 5.2017
H -1.2581 2.6250 3.1127
Cl -2.1503 -2.6509 1.4354
C -1.0404 -3.1975 0.1994
C -1.2043 -4.5433 -0.1232
C -0.4320 -5.0718 -1.1391
C 0.5333 -4.2684 -1.7686
C 0.6685 -2.9584 -1.4429
Cl 1.9494 -1.9679 -1.9628
C -0.1263 -2.3910 -0.4515
N -0.0394 -1.0598 -0.1667
H -1.9860 -5.1252 0.3863
H -0.3931 -6.1084 -1.4718
H 1.2303 -4.6775 -2.4634

Force components x, y, z for each atom (eV/Å):
Ta 0.7 0.6 -0.1
O -0.7 -2.1 1.7
C 0.7 1.8 -1.8
N 2.2 -0.9 0.2
C -0.8 0.6 0.7
C 0.5 -0.1 0.6
C -1.2 -0.3 -0.1
C 0.0 0.1 -0.7
C 0.5 -0.1 -0.2
C -1.5 -0.2 -0.1
N 0.2 0.3 -0.6
C -2.5 0.8 -0.5
C 1.7 0.8 -0.8
C -0.3 -0.7 0.1
C 0.8 -0.1 0.6
C -1.6 -0.5 0.8
N 1.1 -0.1 -0.4
H 0.0 -0.7 0.1
H -0.5 0.2 1.1
H 0.2 0.0 0.3
H -0.2 -0.1 0.3
H -0.2 0.1 0.1
H 0.6 0.5 -0.2
H -0.5 -0.4 0.6
H -0.7 0.6 -0.8
H 0.3 0.5 -0.5
H 0.8 0.0 0.0
C -0.3 1.5 -0.1
N -0.6 -0.3 -0.2
C 0.9 0.4 -1.7
C 0.2 0.3 1.1
O -0.4 -0.4 0.4
H 0.0 -0.3 -0.1
H 0.0 -0.1 -0.1
H 0.6 -0.9 0.7
H -0.1 0.7 -0.1
H -0.7 -0.7 -0.3
H 0.3 0.0 0.4
H 0.4 -0.5 -0.6
Cl 0.4 0.5 -0.1
C -0.9 -1.1 0.2
C -0.4 -0.3 -0.3
C 1.1 0.1 -0.5
C -0.3 -0.6 0.1
C 0.0 0.3 1.0
Cl 0.8 0.1 -1.0
C -0.8 0.1 0.4
N 0.0 0.8 0.4
H 0.6 0.3 -0.3
H -0.6 0.1 0.4
H 0.2 -0.4 -0.5

- Kohn-Sham gap: 7.1 eV
- HOMO level: -0.51778 Eh
- Charge: +2